Molecular formula: C20H46OP4RuSe
Method: DFT, the ωB97M-V functional and the def2-TZVPD basis

```
! wB97M-V def2-TZVPD RIJCOSX def2/J DEFGRID3
* xyz 4 5
Ru -0.061 -0.005 -0.310
P -2.308 -0.098 -0.721
P 0.164 -2.346 -0.364
P -0.016 2.324 -0.421
H 1.606 -0.892 -2.267
C 1.493 0.037 -1.698
C 2.081 0.079 -0.364
H 2.610 -0.813 -0.010
C -2.676 -0.144 -2.501
C -3.230 -1.513 -0.023
C -3.343 1.255 -0.059
C 1.849 -3.089 -0.310
C -0.633 -3.375 0.927
C -0.446 -3.004 -1.969
C 1.601 3.201 -0.387
C -0.862 3.276 0.887
C -0.692 2.916 -2.027
H 1.526 0.957 -2.294
H 2.523 1.020 -0.024
H -3.764 -0.182 -2.652
H -2.215 -1.027 -2.956
H -2.271 0.747 -2.992
H -4.294 -1.405 -0.281
H -3.122 -1.495 1.070
H -2.863 -2.466 -0.417
H -4.397 1.036 -0.284
H -3.076 2.218 -0.505
H -3.207 1.293 1.030
H 1.780 -4.175 -0.470
H 2.310 -2.911 0.669
H 2.493 -2.661 -1.085
H -0.788 -4.395 0.546
H -1.596 -2.962 1.231
H 0.016 -3.429 1.808
H -0.126 -4.050 -2.085
H -0.025 -2.407 -2.787
H -1.538 -2.955 -2.023
H 1.445 4.274 -0.565
H 2.281 2.812 -1.152
H 2.070 3.078 0.597
H -0.875 4.342 0.620
H -0.322 3.154 1.831
H -1.886 2.935 1.035
H -0.471 3.988 -2.143
H -1.775 2.763 -2.077
H -0.220 2.358 -2.847
C 0.944 0.107 -6.418
C 2.061 -0.101 -5.598
C 3.349 -0.033 -6.132
C 3.536 0.216 -7.499
C 2.420 0.400 -8.331
C 1.129 0.345 -7.803
Se -0.823 0.086 -5.690
H -0.319 -0.181 -4.290
H 1.910 -0.309 -4.541
H 4.206 -0.178 -5.477
H 4.543 0.265 -7.913
H 2.557 0.589 -9.399
H 0.253 0.487 -8.444
C -0.086 1.358 4.165
P -0.196 -0.164 3.206
C 1.513 -0.738 3.018
C -1.035 -1.432 4.179
O -0.962 0.075 1.900
H 0.383 1.124 5.131
H -1.088 1.770 4.337
H 0.532 2.097 3.640
H 1.940 -0.862 4.023
H 1.548 -1.710 2.501
H 2.110 -0.001 2.467
H -2.068 -1.124 4.377
H -1.041 -2.393 3.648
H -0.500 -1.552 5.132
*
```

Values from the calculation:
- Strongest force on any atom: 4.05 eV/A
- HOMO level (spin up / spin down): -20.1 / -20.2 eV
- DFT total energy: -128576.438 eV
- Molecular weight: 606.51 g mol⁻¹
- Frontier orbital gap (spin up / spin down): 8.239 / 4.813 eV
- Relative energy (zero: lowest compared OMol25 entry of this formula, charge and spin): 0.0 kJ/mol

Molecular formula: C20H46OP4SV
Method: DFT, the ωB97M-V functional and the def2-TZVPD basis

```
! wB97M-V def2-TZVPD RIJCOSX def2/J DEFGRID3
* xyz 4 2
V 0.732 -0.352 0.899
P 1.197 1.374 2.696
P 2.940 -1.194 0.791
P -0.319 -2.203 1.859
H -6.803 0.741 -5.336
C -7.287 0.474 -4.393
C -7.715 1.413 -3.538
H -7.589 2.479 -3.750
C 1.592 3.069 2.137
C 2.560 0.977 3.841
C -0.279 1.618 3.742
C 3.236 -2.354 -0.597
C 4.388 -0.071 0.601
C 3.466 -2.172 2.259
C -2.147 -2.155 1.900
C 0.137 -2.575 3.590
C 0.097 -3.689 0.874
H -7.440 -0.590 -4.198
H -8.236 1.152 -2.613
H 0.958 3.294 1.269
H 2.640 3.108 1.811
H 1.426 3.815 2.930
H 3.506 0.867 3.290
H 2.337 0.031 4.357
H 2.666 1.782 4.585
H -1.060 2.142 3.169
H 0.002 2.218 4.621
H -0.678 0.647 4.068
H 4.241 -2.793 -0.499
H 3.165 -1.825 -1.557
H 2.488 -3.156 -0.589
H 5.323 -0.618 0.802
H 4.323 0.779 1.292
H 4.427 0.323 -0.423
H 4.525 -2.443 2.135
H 2.873 -3.089 2.366
H 3.360 -1.575 3.175
H -2.528 -3.057 2.400
H -2.570 -2.100 0.889
H -2.492 -1.271 2.451
H -0.150 -3.612 3.824
H -0.395 -1.895 4.272
H 1.215 -2.458 3.766
H -0.613 -4.487 1.130
H 1.123 -4.051 1.032
H -0.006 -3.443 -0.193
C -2.347 0.233 -0.921
C -2.070 -0.927 -1.676
C -2.797 -1.184 -2.840
C -3.835 -0.337 -3.241
C -4.164 0.772 -2.450
C -3.463 1.029 -1.279
S -1.371 0.809 0.365
H 0.523 -0.999 -0.392
H -1.276 -1.593 -1.360
H -2.541 -2.058 -3.452
H -4.396 -0.538 -4.163
H -4.972 1.434 -2.757
H -3.714 1.871 -0.639
C 2.378 0.594 -2.869
P 1.705 1.886 -1.851
C 2.644 3.394 -1.998
C 0.042 2.172 -2.435
O 1.868 1.554 -0.376
H 2.396 0.926 -3.916
H 1.728 -0.287 -2.761
H 3.396 0.386 -2.517
H 2.715 3.803 -3.010
H 2.150 4.111 -1.329
H 3.640 3.156 -1.606
H -0.522 1.235 -2.513
H -0.444 2.844 -1.722
H 0.092 2.638 -3.428
*
```

Values from the calculation:
- Strongest force on any atom: 4.77 eV/A
- HOMO level (spin up / spin down): -18.8 / -19.2 eV
- DFT total energy: -97168.652 eV
- Molecular weight: 509.49 g mol⁻¹
- Frontier orbital gap (spin up / spin down): 2.572 / 2.967 eV

Molecular formula: C20H46P4SeSm
Method: DFT, the ωB97M-V functional and the def2-TZVPD basis

```
! wB97M-V def2-TZVPD RIJCOSX def2/J DEFGRID3
* xyz 3 6
Sm -1.082 -0.333 -0.334
P -1.641 -2.479 1.357
P 1.441 -0.592 2.243
P 1.204 -1.522 -1.365
H -3.172 2.185 -3.124
C -2.949 1.111 -3.216
C -2.263 0.514 -2.193
H -1.727 1.275 -1.542
C -3.117 -2.226 2.407
C -0.628 -3.735 2.235
C -2.314 -3.368 -0.113
C 2.677 0.773 2.384
C 0.842 -0.581 3.996
C 2.651 -1.982 2.387
C 1.038 -1.712 -3.177
C 1.574 -3.260 -0.905
C 2.908 -0.868 -1.273
H -3.265 0.619 -4.160
H -2.215 -0.596 -2.089
H -3.875 -1.646 1.858
H -2.836 -1.672 3.316
H -3.532 -3.205 2.684
H -0.137 -3.286 3.121
H 0.151 -4.126 1.550
H -1.286 -4.565 2.560
H -2.869 -2.698 -0.791
H -3.016 -4.096 0.299
H -1.548 -3.906 -0.686
H 3.392 0.513 3.176
H 2.186 1.718 2.639
H 3.226 0.896 1.442
H 1.673 -0.926 4.626
H -0.004 -1.267 4.123
H 0.544 0.422 4.323
H 3.203 -1.827 3.321
H 3.369 -1.981 1.560
H 2.152 -2.956 2.433
H 2.013 -2.080 -3.521
H 0.817 -0.749 -3.654
H 0.263 -2.442 -3.440
H 2.170 -3.675 -1.728
H 0.667 -3.865 -0.777
H 2.162 -3.290 0.020
H 3.450 -1.259 -2.141
H 3.406 -1.200 -0.356
H 2.932 0.224 -1.323
C 0.987 3.033 -2.611
C -0.222 3.182 -3.307
C -0.203 3.360 -4.692
C 1.026 3.322 -5.384
C 2.261 3.259 -4.686
C 2.228 3.119 -3.290
Se 1.026 2.886 -0.650
H 2.210 1.958 -0.801
H -1.153 3.192 -2.743
H -1.156 3.544 -5.208
H 0.979 3.437 -6.464
H 3.224 3.373 -5.222
H 3.166 3.143 -2.708
C -0.347 2.825 2.648
P -1.318 1.453 1.921
C -2.488 1.234 3.319
C -2.389 2.439 0.783
H 0.204 2.519 3.547
H -1.028 3.639 2.943
H 0.372 3.244 1.930
H -3.064 2.158 3.460
H -1.910 1.022 4.225
H -3.199 0.423 3.141
H -2.889 3.201 1.395
H -1.787 2.942 0.009
H -3.161 1.814 0.294
*
```

Values from the calculation:
- Strongest force on any atom: 5.02 eV/A
- HOMO level (spin up / spin down): -16.4 / -16.4 eV
- DFT total energy: -141864.481 eV
- Molecular weight: 639.80 g mol⁻¹
- Frontier orbital gap (spin up / spin down): 5.657 / 6.500 eV

Molecular formula: C20H47Br3Cl3O12P3
Method: DFT, the ωB97M-V functional and the def2-TZVPD basis

```
! wB97M-V def2-TZVPD RIJCOSX def2/J DEFGRID3
* xyz -1 2
C -2.613 0.142 3.875
Br -4.167 0.938 4.776
Br -3.220 -1.288 2.724
Br -1.227 -0.359 5.252
H -2.124 0.925 3.295
C 4.582 1.326 -0.742
C 3.373 0.745 -1.314
O 3.490 0.688 -2.747
P 2.180 0.822 -3.612
O 2.476 0.655 -5.090
O 1.223 -0.303 -3.013
C 1.227 -1.733 -3.312
C -0.144 -2.237 -2.758
O 1.589 2.241 -3.093
C 2.430 3.410 -3.113
C 2.256 3.926 -4.491
H 4.437 1.519 0.321
H 5.538 0.804 -0.740
H 4.901 2.255 -1.215
H 3.209 -0.258 -0.918
H 2.506 1.299 -0.955
H 1.316 -1.790 -4.397
H 2.169 -2.187 -3.005
H -0.973 -2.122 -3.456
H -0.049 -3.311 -2.599
H -0.289 -1.767 -1.785
H 2.023 4.198 -2.479
H 3.476 3.302 -2.829
H 2.959 4.698 -4.803
H 2.556 3.117 -5.158
H 1.262 4.272 -4.773
C -0.519 3.789 5.408
C 0.636 3.455 4.423
O 0.230 3.714 3.111
P 0.724 2.753 1.880
O 2.193 2.507 1.895
O 0.084 3.447 0.598
C 0.586 4.595 -0.088
C 0.066 5.708 0.835
O -0.215 1.393 2.045
C 0.029 0.384 1.088
C 0.963 -0.562 1.763
H -0.329 3.350 6.388
H -0.698 4.821 5.707
H -1.475 3.325 5.167
H 1.534 4.046 4.602
H 0.996 2.432 4.534
H 1.670 4.699 -0.044
H 0.206 4.670 -1.107
H -1.008 5.702 1.021
H 0.239 5.662 1.910
H 0.430 6.695 0.548
H -0.958 -0.059 0.953
H 0.416 0.626 0.098
H 0.429 -0.768 2.690
H 1.071 -1.514 1.243
H 2.007 -0.250 1.775
C -5.654 -3.831 -1.940
C -5.295 -4.456 -0.635
O -3.920 -4.152 -0.289
P -2.821 -5.340 -0.454
O -2.980 -6.470 0.537
O -1.362 -4.611 -0.477
C -1.160 -3.639 0.553
C -0.683 -4.228 1.777
O -2.902 -5.730 -2.001
C -1.873 -6.646 -2.595
C -2.292 -8.133 -2.294
H -5.106 -2.898 -2.075
H -5.594 -4.488 -2.807
H -6.653 -3.428 -1.768
H -5.896 -3.991 0.147
H -5.585 -5.507 -0.610
H -0.381 -3.038 0.084
H -2.012 -2.989 0.752
H 0.368 -4.506 1.703
H -0.798 -3.595 2.657
H -1.050 -5.242 1.937
H -1.660 -6.413 -3.638
H -0.902 -6.434 -2.147
H -3.373 -8.224 -2.400
H -1.992 -8.847 -3.061
H -1.939 -8.541 -1.347
C 3.528 7.420 2.860
Cl 4.871 8.213 3.633
Cl 3.432 5.699 3.056
Cl 3.402 7.773 1.199
H 2.606 7.724 3.354
*
```

Values from the calculation:
- Strongest force on any atom: 4.34 eV/A
- HOMO level (spin up / spin down): -1.1 / -5.7 eV
- DFT total energy: -321639.359 eV
- Molecular weight: 918.58 g mol⁻¹
- Frontier orbital gap (spin up / spin down): 2.901 / 7.495 eV

Molecular formula: C20H48B2F8N2O15
Method: DFT, the ωB97M-V functional and the def2-TZVPD basis

```
! wB97M-V def2-TZVPD RIJCOSX def2/J DEFGRID3
* xyz 0 1
N -1.670 -2.144 -1.903
H -2.627 -2.021 -1.605
H -1.451 -3.107 -2.111
H -0.955 -1.748 -1.310
H -1.573 -1.619 -2.760
N 1.333 -0.301 0.910
H 2.273 -0.608 0.701
H 1.138 -0.142 1.888
H 0.781 -1.128 0.734
H 0.907 0.467 0.412
B -0.011 -3.070 1.258
F -0.705 -3.126 2.451
F 1.312 -2.938 1.392
F -0.277 -4.177 0.440
F -0.397 -1.988 0.534
B -0.319 0.986 -1.519
F 0.399 1.698 -0.663
F -0.359 1.569 -2.752
F 0.267 -0.220 -1.671
F -1.639 0.865 -1.056
C -3.428 -1.448 2.266
C -3.571 -0.301 1.146
O -4.840 -0.390 0.393
C -5.056 -1.221 -0.629
O -4.190 -1.916 -1.220
O -6.345 -1.356 -0.655
C -6.857 -1.973 -1.770
H -4.164 -1.576 3.060
H -2.488 -1.422 2.817
H -3.469 -2.388 1.716
H -2.738 -0.372 0.446
H -3.495 0.665 1.644
H -6.482 -1.609 -2.727
H -7.942 -1.929 -1.864
H -6.759 -3.044 -1.594
C -1.250 4.560 2.257
C -0.678 3.146 2.457
O -0.863 2.590 3.744
C -0.390 1.391 3.865
O 0.027 0.650 2.975
O -0.668 0.996 5.109
C -0.185 -0.300 5.427
H -0.651 5.418 2.563
H -2.213 4.833 2.689
H -1.563 4.706 1.223
H 0.397 3.290 2.349
H -1.130 2.571 1.649
H 0.669 -0.702 4.882
H -0.976 -1.044 5.522
H 0.315 -0.097 6.374
C 7.798 -0.904 0.153
C 6.764 0.206 -0.016
O 6.064 -0.023 -1.236
C 4.736 -0.296 -1.133
O 4.177 -0.744 -0.090
O 4.224 0.081 -2.273
C 2.791 0.082 -2.359
H 8.400 -0.647 1.024
H 8.370 -1.073 -0.759
H 7.306 -1.874 0.241
H 7.410 1.081 -0.094
H 6.124 0.261 0.865
H 2.366 -0.845 -1.974
H 2.440 0.160 -3.388
H 2.398 0.927 -1.794
C -5.567 1.154 -4.138
C -4.306 0.224 -3.910
O -3.696 0.144 -5.128
C -2.673 -0.602 -5.325
O -2.012 -1.166 -4.396
O -2.495 -0.619 -6.700
C -1.228 -1.228 -7.162
H -6.242 1.227 -3.285
H -6.126 0.905 -5.040
H -5.314 2.213 -4.164
H -4.508 -0.824 -3.685
H -3.718 0.631 -3.087
H -1.250 -2.318 -7.186
H -0.317 -0.920 -6.649
H -1.093 -1.039 -8.226
C 3.463 -1.185 3.687
C 3.686 0.163 4.360
O 3.136 1.191 3.524
C 3.814 1.763 2.511
O 5.017 1.714 2.326
O 3.014 2.595 1.952
C 3.347 3.411 0.812
H 4.039 -1.249 2.764
H 2.388 -1.343 3.595
H 3.683 -2.017 4.357
H 4.737 0.268 4.631
H 3.150 0.240 5.306
H 2.467 3.600 0.197
H 4.287 3.254 0.284
H 3.502 4.442 1.130
*
```

Values from the calculation:
- Strongest force on any atom: 4.62 eV/A
- HOMO level: -10.6 eV
- DFT total energy: -78315.682 eV
- Molecular weight: 730.21 g mol⁻¹
- Frontier orbital gap: 11.023 eV
- Relative energy (zero: lowest compared OMol25 entry of this formula, charge and spin): 291.5 kJ/mol

Molecular formula: C20H48BaCl4F6O8P
Method: DFT, the ωB97M-V functional and the def2-TZVPD basis

```
! wB97M-V def2-TZVPD RIJCOSX def2/J DEFGRID3
* xyz 1 1
Ba -11.940 12.144 -17.589
P -12.924 17.266 -15.022
F -11.960 17.033 -16.360
F -14.332 16.810 -15.787
F -12.677 15.706 -14.516
F -13.879 17.640 -13.777
F -11.686 17.739 -14.105
F -13.103 18.785 -15.526
Cl -11.960 24.955 -14.880
C -11.186 23.415 -14.374
C -11.825 22.732 -13.162
Cl -11.586 23.752 -11.697
H -10.124 23.623 -14.239
H -11.377 22.821 -15.267
H -11.438 21.726 -13.000
H -12.888 22.499 -13.216
Cl -18.707 23.259 -14.684
C -18.742 21.489 -15.140
C -19.861 21.106 -16.108
Cl -21.409 21.476 -15.348
H -18.776 20.947 -14.196
H -17.745 21.239 -15.502
H -19.874 20.037 -16.321
H -19.894 21.553 -17.102
C -12.457 17.748 -7.946
O -12.606 18.695 -6.912
C -12.930 19.978 -7.449
C -13.471 21.025 -6.457
O -14.781 20.895 -6.100
C -15.052 19.819 -5.272
H -11.883 16.854 -7.702
H -11.766 18.245 -8.627
H -13.424 17.572 -8.417
H -13.649 19.899 -8.264
H -11.934 20.407 -7.566
H -13.447 21.995 -6.953
H -12.800 20.969 -5.601
H -14.608 18.893 -5.636
H -16.112 19.645 -5.088
H -14.729 20.023 -4.251
C -11.961 15.311 -21.077
O -10.876 14.622 -20.576
C -9.605 15.108 -20.960
C -8.689 13.853 -20.989
O -8.605 13.228 -19.668
C -7.466 12.394 -19.662
H -12.210 14.956 -22.077
H -11.823 16.382 -20.931
H -12.869 15.031 -20.543
H -9.430 15.805 -20.140
H -9.545 15.761 -21.830
H -7.714 14.143 -21.379
H -9.119 13.178 -21.729
H -6.562 12.998 -19.580
H -7.446 11.608 -20.416
H -7.618 11.892 -18.706
C -11.868 8.101 -14.798
O -11.434 9.429 -14.522
C -10.525 9.361 -13.457
C -9.938 10.796 -13.224
O -9.717 11.561 -14.373
C -8.757 12.626 -14.316
H -11.069 7.435 -15.123
H -12.715 8.036 -15.481
H -12.228 7.722 -13.841
H -9.660 8.741 -13.694
H -10.991 8.978 -12.550
H -8.942 10.704 -12.791
H -10.412 11.384 -12.438
H -9.103 13.185 -13.447
H -8.749 13.188 -15.250
H -7.776 12.239 -14.038
C -16.057 11.995 -15.177
O -15.886 11.627 -16.536
C -17.077 11.788 -17.352
C -16.950 11.263 -18.779
O -16.166 12.189 -19.558
C -16.676 12.339 -20.888
H -15.910 13.056 -14.977
H -15.212 11.532 -14.667
H -16.998 11.599 -14.795
H -17.230 12.863 -17.451
H -17.987 11.370 -16.922
H -17.893 11.133 -19.311
H -16.426 10.310 -18.849
H -16.338 13.256 -21.371
H -17.753 12.505 -20.916
H -16.377 11.472 -21.478
*
```

Values from the calculation:
- Strongest force on any atom: 2.99 eV/A
- HOMO level: -9.8 eV
- DFT total energy: -114267.047 eV
- Molecular weight: 840.70 g mol⁻¹
- Frontier orbital gap: 4.056 eV